[1]
{
  "formula": "C5H8N2O2S",
  "method": "ωB97M-V with the def2-TZVPD basis set",
  "symbols": ["C", "C", "C", "C", "C", "N", "N", "O", "O", "S", "H", "H", "H", "H", "H", "H", "H", "H"],
  "coordinates": [[-0.0747, 0.1042, -1.0488], [-1.7435, 1.7570, -0.5607], [0.7169, -0.9055, 2.1195], [-1.6935, 0.7821, -2.8229], [1.3203, -0.0402, 1.0294], [-1.2003, 0.8237, -1.3859], [0.3093, 0.7255, 0.2428], [0.5831, -0.7573, -1.5793], [-2.7126, 2.4250, -0.8123], [-0.7417, 1.7956, 0.8865], [-0.2207, -1.1912, 1.7767], [1.4156, -1.8038, 2.1274], [0.7335, -0.3890, 3.1109], [-1.7608, -0.1785, -3.2962], [-2.5693, 1.5203, -2.8592], [-0.9113, 1.2618, -3.4819], [2.1265, 0.6512, 1.4858], [1.7810, -0.6395, 0.3322]],
  "forces_ev_per_angstrom": [[1.149, 2.173, 3.589], [-0.009, 0.230, 0.621], [3.068, -0.087, 0.727], [0.736, 2.932, 0.030], [-0.324, 3.050, 1.906], [-0.508, -1.827, -4.174], [2.157, -3.251, -2.109], [-1.140, 0.523, -0.352], [0.017, 0.190, 0.268], [-1.225, 1.229, 0.828], [-1.896, -0.764, -0.051], [-1.117, 0.864, 0.557], [-0.367, -0.654, -0.803], [-0.753, -0.705, 0.650], [0.952, -1.765, -0.022], [-0.488, -0.184, 0.925], [-1.315, -0.777, -0.927], [1.065, -1.177, -1.661]],
  "smiles": "CCn1sc(=O)n(C)c1=O",
  "total_charge": 0,
  "homo_energy_ha": -0.317,
  "spin_multiplicity": 1,
  "homo_lumo_gap_ev": 9.29
}

=====

[2]
{
  "formula": "C4H11NO",
  "method": "ωB97M-V with the def2-TZVPD basis set",
  "symbols": ["C", "N", "C", "H", "H", "H", "H", "H", "H", "H", "C", "C", "O", "H", "H", "H", "H"],
  "coordinates": [[-0.3175, 2.4580, -0.6850], [-0.0833, 1.1282, -0.1065], [0.8001, 0.3744, -0.9629], [-0.5186, 2.4807, -1.7761], [-0.9981, 3.1950, -0.0365], [0.6562, 2.9606, -0.5285], [-1.0125, 0.9849, 0.2508], [0.1057, -0.0570, -1.7192], [1.2560, -0.5562, -0.5217], [1.5535, 0.9871, -1.5415], [0.2823, -2.8214, 0.9708], [-0.7038, -1.9358, 1.2640], [-0.4814, -0.6450, 1.8148], [-0.0485, -3.5554, 0.2036], [1.3870, -2.8856, 1.1978], [-1.7465, -2.0500, 0.9940], [-0.1306, -0.0625, 1.1821]],
  "forces_ev_per_angstrom": [[1.313, 2.504, 1.532], [0.003, 3.535, 0.551], [-1.383, -2.290, -1.618], [-0.414, -0.103, 0.581], [0.874, -2.153, -1.528], [-0.268, 0.216, -0.622], [-0.068, -2.160, -0.595], [0.831, -0.027, -0.411], [-0.182, 1.324, 0.067], [-0.853, -0.372, 1.238], [-0.837, -0.050, -0.935], [2.389, 1.427, -0.133], [-1.376, -3.370, 2.121], [0.193, -0.042, 1.100], [-1.582, 0.843, -0.034], [0.078, -0.446, -0.155], [1.281, 1.165, -1.158]],
  "smiles": "C=CO.CNC",
  "total_charge": 0,
  "homo_energy_ha": -0.327,
  "spin_multiplicity": 1,
  "homo_lumo_gap_ev": 9.86
}

=====

[3]
{
  "formula": "C8H8N2O",
  "method": "ωB97M-V with the def2-TZVPD basis set",
  "symbols": ["C", "C", "C", "C", "C", "C", "C", "C", "N", "N", "O", "H", "H", "H", "H", "H", "H", "H", "H"],
  "coordinates": [[-3.2681, 0.0956, 0.5251], [-3.1478, -0.3390, -0.7447], [-2.1082, 0.3842, 1.2513], [-1.8954, -0.6215, -1.2954], [-0.9027, -0.0938, 0.8168], [-0.7789, -0.6506, -0.4391], [2.4536, -0.8436, 0.4417], [3.9409, 0.9215, -0.0869], [1.4787, -0.8084, -0.2202], [0.4722, -1.1947, -0.8668], [3.5461, -0.1967, 0.7733], [-4.3312, 0.3323, 0.8612], [-3.9800, -0.4875, -1.3250], [-2.2975, 0.7941, 2.1436], [-1.6509, -0.9197, -2.2791], [0.0574, -0.0447, 1.3546], [4.4903, 1.5341, 0.7121], [3.2730, 1.4893, -0.6993], [4.6485, 0.6488, -0.9231]],
  "forces_ev_per_angstrom": [[-1.380, 1.340, 1.034], [2.267, -0.580, -1.100], [-1.022, -1.995, -2.088], [1.242, -0.623, 1.596], [1.336, 0.256, 0.413], [-0.202, 0.440, -0.419], [1.139, -0.091, 1.357], [3.312, 0.602, 0.901], [-1.292, -0.397, -0.762], [-0.349, 0.454, -0.857], [-0.814, 0.295, -1.643], [1.785, -0.207, -0.005], [-1.944, -0.204, -1.401], [0.079, 1.588, 3.446], [-0.550, -0.375, -1.120], [-0.909, 0.305, 0.350], [-0.766, -0.377, -1.750], [-1.749, 0.134, 0.690], [-0.183, -0.565, 1.358]],
  "total_charge": 0,
  "homo_energy_ha": [-0.287, -0.287],
  "spin_multiplicity": 1,
  "homo_lumo_gap_ev": [7.86, 7.86]
}

=====

[4]
{
  "formula": "CHO2PS",
  "method": "ωB97M-V with the def2-TZVPD basis set",
  "symbols": ["C", "O", "O", "P", "S", "H"],
  "coordinates": [[-0.7083, 0.4354, -0.2225], [-1.3095, 1.0226, -1.0596], [0.7107, -1.5365, 0.0439], [1.7817, -0.5881, 0.5812], [0.6445, 1.2165, 0.7257], [-1.1191, -0.5499, -0.0688]],
  "forces_ev_per_angstrom": [[-1.858, 0.299, -0.460], [0.279, 1.462, -0.721], [3.166, 0.724, 0.933], [-2.754, -1.358, -0.869], [0.359, -0.570, -0.155], [0.807, -0.557, 1.272]],
  "smiles": "O=CSP=O",
  "total_charge": 0,
  "homo_energy_ha": -0.364,
  "spin_multiplicity": 1,
  "homo_lumo_gap_ev": 8.48
}

=====

[5]
{
  "formula": "C6H18N",
  "method": "ωB97M-V with the def2-TZVPD basis set",
  "symbols": ["C", "C", "N", "H", "H", "H", "H", "H", "H", "H", "H", "C", "C", "C", "C", "H", "H", "H", "H", "H", "H", "H", "H", "H", "H"],
  "coordinates": [[0.1166, 1.5790, -1.8177], [-0.6008, 2.5650, -0.9274], [1.4608, 1.1486, -1.1744], [-0.3664, 0.5988, -1.8184], [0.2889, 1.8375, -2.8576], [-0.0864, 3.5306, -0.9139], [-0.6747, 2.1535, 0.0754], [1.2260, 0.4511, -0.4576], [2.0437, 0.6773, -1.8654], [1.8820, 1.8954, -0.6205], [-1.5688, 2.8161, -1.3551], [-0.3817, -1.0110, 0.7799], [-1.6243, -1.6308, 1.4615], [0.7092, -0.6358, 1.7590], [0.1425, -2.0140, -0.2681], [-0.6786, -0.0544, 0.3599], [-2.5320, -1.0270, 1.4716], [0.4176, -0.0669, 2.6378], [1.2044, -1.5011, 2.1761], [1.4523, 0.0365, 1.3186], [-0.0408, -1.6056, -1.2680], [1.1807, -2.3372, -0.1231], [-0.3334, -2.9928, -0.2198], [-1.3286, -1.7810, 2.4977], [-1.9080, -2.6320, 1.1494]],
  "forces_ev_per_angstrom": [[0.253, -1.323, 0.439], [0.513, 0.483, -0.639], [-1.191, 0.011, 0.318], [-0.505, 0.306, -0.244], [0.174, 0.459, 0.131], [0.195, -0.150, 0.210], [-0.309, 0.169, 0.112], [0.005, -0.186, -0.139], [0.472, 0.423, 0.202], [0.571, 0.188, -0.683], [-0.212, -0.381, 0.186], [-0.523, -0.886, 0.228], [0.205, 0.104, 1.162], [0.360, 0.296, 0.752], [0.280, 0.065, -0.361], [-0.337, 0.009, -0.684], [0.202, 0.186, -0.129], [-0.708, 0.102, 0.018], [0.351, -0.333, -0.149], [0.392, -0.312, -0.166], [0.326, -0.410, -0.146], [0.179, 0.759, -0.195], [-0.533, 0.277, -0.022], [-0.306, 0.054, 0.349], [0.145, 0.090, -0.551]],
  "total_charge": 1,
  "homo_energy_ha": -0.535,
  "spin_multiplicity": 1,
  "homo_lumo_gap_ev": 11.17
}

=====

[6]
{
  "formula": "C13H19FIrN3O3Si",
  "method": "ωB97M-V with the def2-TZVPD basis set",
  "symbols": ["Ir", "N", "C", "C", "O", "N", "C", "C", "O", "O", "H", "H", "H", "H", "H", "H", "C", "Si", "C", "C", "N", "C", "C", "C", "C", "C", "C", "F", "H", "H", "H", "H", "H", "H", "H", "H", "H", "H", "H", "H", "H"],
  "coordinates": [[-0.0390, -0.3547, 0.1957], [1.4065, 0.7750, -0.9120], [2.1665, -0.1787, -1.7319], [1.2144, -1.2353, -2.2403], [1.3226, -1.7328, -3.3445], [0.3110, -1.5773, -1.2829], [-0.7465, -2.5280, -1.5869], [-2.0382, -1.9281, -1.1107], [-3.1221, -2.2547, -1.5155], [-1.8491, -1.0092, -0.1578], [0.8148, 1.3566, -1.4962], [2.0312, 1.3849, -0.3933], [2.8919, -0.6713, -1.0855], [2.6932, 0.2842, -2.5641], [-0.6237, -3.4477, -1.0036], [-0.7853, -2.7804, -2.6422], [2.8258, -2.0912, 1.2384], [1.4112, -1.8733, 2.4359], [0.0714, -3.1309, 2.1241], [2.0684, -2.1325, 4.1592], [0.7056, -0.2836, 2.0605], [0.4990, 0.8357, 2.8634], [0.8917, 0.9393, 4.2062], [0.6452, 2.0811, 4.9528], [-0.0099, 3.1741, 4.4025], [-0.4258, 3.1031, 3.0815], [-0.1588, 1.9597, 2.3729], [-0.6062, 1.8889, 1.0704], [3.4539, -2.9411, 1.5202], [3.4594, -1.2004, 1.2113], [2.4425, -2.2843, 0.2348], [0.4440, -4.1545, 2.2274], [-0.3276, -3.0268, 1.1165], [-0.7599, -2.9970, 2.8202], [2.5028, -3.1351, 4.1988], [1.2877, -2.0808, 4.9204], [2.8553, -1.4212, 4.4185], [1.3969, 0.1063, 4.6683], [0.9687, 2.1127, 5.9854], [-0.2027, 4.0624, 4.9874], [-0.9582, 3.9143, 2.6029]],
  "forces_ev_per_angstrom": [[-0.650, 0.005, -1.224], [0.471, 0.190, 1.125], [0.215, 0.034, -0.149], [0.129, -0.457, 0.016], [-0.050, 0.000, 0.063], [-0.002, -0.039, -0.374], [0.208, -0.058, 0.095], [-0.460, -0.182, 0.020], [0.156, 0.108, 0.209], [-0.617, 0.061, 0.369], [0.031, 0.098, 0.030], [-0.007, 0.050, 0.003], [0.037, 0.053, -0.032], [-0.096, 0.092, -0.015], [0.134, -0.057, -0.160], [0.087, 0.041, -0.042], [0.121, -0.190, -0.039], [-0.376, 0.399, -0.328], [0.039, -0.207, 0.040], [0.032, 0.146, 0.183], [0.344, 0.180, 0.356], [0.357, -0.257, -0.278], [0.094, 0.045, 0.112], [-0.038, -0.039, -0.040], [0.009, 0.010, 0.017], [-0.035, 0.040, 0.042], [-0.092, 0.075, -0.005], [-0.068, -0.053, -0.040], [-0.005, 0.032, -0.012], [-0.003, -0.021, 0.030], [0.023, -0.030, 0.018], [-0.008, 0.035, 0.039], [-0.035, -0.053, 0.007], [0.026, 0.001, 0.006], [-0.019, 0.004, -0.030], [0.020, -0.014, -0.002], [0.023, -0.064, 0.016], [-0.014, 0.064, 0.005], [0.005, -0.017, -0.011], [0.009, -0.007, -0.002], [0.005, -0.020, -0.019]],
  "total_charge": 0,
  "homo_energy_ha": [-0.279, -0.282],
  "spin_multiplicity": 1,
  "homo_lumo_gap_ev": [6.81, 6.76]
}

=====

Calculated energy above the lowest of the compared OMol25 structures with the same formula, charge and spin, 124.1, 365.2, 559.3, 79.9, 63.3, 91.7 kJ/mol (same order as the records).